{
  "formula": "C12H15N2O5P",
  "method": "ωB97M-V/def2-TZVPD",
  "e_above_lowest_kj_mol": 0.0,
  "lumo_ev": -0.401,
  "total_charge": 0,
  "homo_energy_ha": -0.3387,
  "homo_lumo_gap_ha": 0.32399,
  "smiles": "CN1C(=O)c2cccc(CNCCP(=O)(O)O)c2C1=O",
  "species": ["C", "N", "C", "O", "C", "C", "C", "C", "C", "C", "N", "C", "C", "P", "O", "O", "O", "C", "C", "O", "H", "H", "H", "H", "H", "H", "H", "H", "H", "H", "H", "H", "H", "H", "H"],
  "xyz": [[3.8750, -0.0441, 1.8433], [2.9737, -0.5231, 0.8057], [2.9078, -1.7839, 0.2933], [3.7902, -2.6373, 0.4160], [1.8280, -1.9133, -0.6865], [1.4593, -2.9653, -1.4908], [0.4545, -2.7308, -2.4651], [-0.1316, -1.4902, -2.5664], [0.2408, -0.4235, -1.7515], [-0.3841, 0.9579, -1.9669], [-1.8543, 0.8937, -1.7647], [-2.3353, 0.5431, -0.4009], [-2.1023, 1.7538, 0.5207], [-2.6788, 1.5132, 2.1896], [-3.6268, 0.4344, 2.4183], [-1.5039, 1.1116, 3.1780], [-3.5634, 2.7450, 2.6380], [1.2413, -0.6602, -0.7777], [1.9354, 0.1881, 0.1969], [1.8013, 1.3884, 0.3747], [4.5982, 0.6515, 1.3979], [3.2762, 0.5253, 2.5742], [4.3860, -0.8578, 2.3201], [1.9040, -3.9530, -1.4298], [0.1554, -3.5260, -3.1295], [-0.9448, -1.2956, -3.2427], [-0.1571, 1.2831, -2.9958], [0.0675, 1.7209, -1.3028], [-2.2806, 1.7951, -2.0765], [-3.3988, 0.2964, -0.4231], [-1.8927, -0.3564, 0.0253], [-2.5753, 2.6146, 0.1393], [-0.9997, 1.9165, 0.6176], [-2.0414, 0.5253, 3.7249], [-4.4237, 2.3024, 2.7968]],
  "atomic_forces_ev_per_a": [[-0.6145, 1.2680, -0.3831], [-1.5616, -0.4954, -0.2347], [3.5220, -3.0484, -0.3725], [-1.1680, 0.9143, 0.5982], [-0.8263, 0.4796, -0.0463], [-0.5988, -0.2958, -0.9337], [0.8940, -0.2627, 0.9974], [-0.1844, 0.5469, 0.3441], [0.7968, 1.0045, 1.0281], [-0.3266, 0.0891, 0.7417], [-0.3186, 0.0465, -0.3673], [-0.0493, 0.8654, -0.4148], [2.0739, -0.8506, 1.2194], [-0.9798, -0.9025, 0.0161], [-1.7843, -2.6845, -0.7119], [1.0568, 1.4338, -0.2597], [0.2493, 1.7105, 0.1110], [-1.1654, -0.7825, -1.3195], [0.7887, 3.1369, 0.4272], [-0.3722, -0.7158, 0.1295], [-0.0881, -0.2345, 0.1644], [0.2919, -0.2861, -0.2399], [0.0777, -0.4978, -0.0017], [0.1467, 0.2296, 0.1697], [-0.0453, -0.1179, -0.0007], [-0.0989, -0.0951, -0.3827], [-0.3717, -0.1764, 0.2649], [0.1338, -0.5700, -0.2230], [0.4574, -1.1783, 0.4735], [0.0216, 0.2319, -0.2673], [0.4860, 0.0406, -0.3720], [-0.4704, 1.1168, -0.5186], [-0.6989, 0.1825, -0.3132], [0.2762, -0.4816, 0.5777], [0.4503, 0.3789, 0.0997]],
  "mulliken_charge": [-0.94, 0.15, 0.25, -0.66, -0.21, -0.54, -0.69, -0.50, 0.78, -1.30, -0.36, -0.79, -0.24, 0.88, -0.80, -0.48, -0.57, 0.74, 0.36, -0.62, 0.29, 0.32, 0.38, 0.48, 0.41, 0.50, 0.49, 0.44, 0.28, 0.46, 0.31, 0.39, 0.08, 0.34, 0.37]
}